Entry from the OMol25 dataset: a cluster of 7 separate species, C30H54N3O19P in total in a non-equilibrium geometry (wB97M-V/def2-TZVPD).

Element x y z (Å)
1 C 1.11583 -1.91268 1.48087
2 C 0.88920 -1.33910 0.12569
3 C -0.43183 -0.73264 -0.15636
4 O -0.13815 0.73242 -0.46298
5 C 1.18846 0.88919 -0.39516
6 O 1.78497 1.93648 -0.54827
7 O 1.84151 -0.25381 -0.07060
8 H 0.76200 -1.21276 2.24627
9 H 2.19835 -1.92584 1.60386
10 H 0.73976 -2.92096 1.69031
11 H 1.21313 -2.02151 -0.64568
12 H -0.98497 -0.76638 0.77911
13 H -0.93343 -1.17333 -1.01672
14 C -0.89601 4.60264 -0.96176
15 C -1.66853 4.60722 -2.29066
16 C -1.80862 6.01920 -2.89743
17 O -1.61626 5.83835 -4.28670
18 C -0.93532 4.68179 -4.46699
19 O -0.62411 4.31906 -5.52256
20 O -0.82403 4.05047 -3.34752
21 H 0.05770 5.12991 -1.05853
22 H -0.68380 3.59997 -0.59451
23 H -1.50816 5.16501 -0.21494
24 H -2.50612 3.93831 -2.29231
25 H -1.03740 6.68868 -2.58287
26 H -2.76428 6.52631 -2.75960
27 C -1.80162 -4.52008 2.62069
28 C -2.74408 -4.64534 1.40166
29 C -3.81396 -3.58872 1.48256
30 O -3.72733 -2.84906 0.24852
31 C -2.74894 -3.38039 -0.57198
32 O -2.63828 -3.12286 -1.70259
33 O -2.13424 -4.34064 0.12189
34 H -1.56661 -3.46327 2.82514
35 H -0.87859 -5.03150 2.39367
36 H -2.37199 -4.95272 3.46551
37 H -3.13684 -5.68329 1.21118
38 H -3.63192 -2.81956 2.27799
39 H -4.87196 -3.99589 1.61165
40 C 4.74318 0.32929 -1.70060
41 C 4.82249 1.58177 -0.92100
42 C 4.47608 1.41952 0.54552
43 O 5.64906 1.06978 1.20611
44 C 6.73952 1.53805 0.46618
45 O 7.78119 1.75325 0.89649
46 O 6.29754 1.78826 -0.79473
47 H 5.32860 0.37283 -2.63185
48 H 3.71661 0.04743 -1.86744
49 H 5.16519 -0.46884 -1.14086
50 H 4.34912 2.44653 -1.36929
51 H 3.76020 0.59030 0.64599
52 H 3.99808 2.30867 0.99127
53 C 1.07363 -4.15556 -2.77833
54 C 0.87643 -5.24639 -1.78486
55 C 1.84018 -6.40263 -1.95289
56 O 1.85809 -6.92078 -0.61859
57 C 1.50114 -5.96610 0.24519
58 O 1.46956 -6.03911 1.42023
59 O 1.15021 -4.78494 -0.43417
60 H 1.06597 -4.51293 -3.79347
61 H 2.06077 -3.71966 -2.67988
62 H 0.29334 -3.43434 -2.65564
63 H -0.14326 -5.69995 -1.85618
64 H 2.81037 -6.05394 -2.28575
65 H 1.34600 -7.15201 -2.56814
66 C 2.64744 3.25129 -4.47630
67 C 1.64825 2.15036 -4.56420
68 C 1.94776 1.08285 -5.61149
69 O 1.61419 -0.13109 -4.95608
70 C 1.59063 0.01373 -3.63705
71 O 1.48610 -0.85114 -2.86916
72 O 1.68270 1.35650 -3.34547
73 H 2.34684 4.01642 -3.73586
74 H 2.84148 3.74846 -5.44084
75 H 3.63378 2.84777 -4.23634
76 H 0.67275 2.61002 -4.70617
77 H 3.00934 1.04429 -5.81784
78 H 1.30085 1.17431 -6.49441
79 O -2.12934 -1.03290 2.76799
80 P -2.24652 0.38561 3.19823
81 N -0.81824 1.13815 3.49786
82 C -0.15078 0.70178 4.68788
83 C 0.11973 1.63763 2.50184
84 N -3.16280 0.56793 4.58342
85 C -3.62066 1.83530 5.18652
86 C -3.58911 -0.70273 5.22742
87 N -2.76222 1.30526 1.90796
88 C -3.59821 0.75487 0.87964
89 C -3.00377 2.69057 2.10358
90 H 0.22694 1.50107 5.32496
91 H 0.71570 0.19504 4.39708
92 H -0.81062 0.17246 5.39189
93 H 0.74300 2.33394 3.03668
94 H -0.41778 2.11969 1.67050
95 H 0.76714 0.89394 2.06387
96 H -4.70659 1.99685 4.87901
97 H -3.55981 1.79904 6.27069
98 H -3.09797 2.66527 4.76344
99 H -4.57220 -1.03650 4.93090
100 H -2.88408 -1.48030 4.96761
101 H -3.59399 -0.65024 6.33042
102 H -4.61257 1.09656 0.98064
103 H -3.30358 1.10335 -0.11403
104 H -3.51672 -0.36219 0.77845
105 H -3.97546 2.91987 2.58393
106 H -3.00541 3.17570 1.08829
107 H -2.24899 3.19998 2.68137

Results
Net charge   0
Frontier orbital gap   0.345 Eh
HOMO energy   -9.0 eV
Strongest force on any atom   5.38 eV/A

Entry from the OMol25 dataset: a structure of composition C32H33AsN3O6SSr in a non-equilibrium geometry (wB97M-V/def2-TZVPD).

Element x y z (Å)
1 Sr 0.18840 1.25655 -0.78787
2 O 3.11191 2.45288 -3.25025
3 C 2.14234 3.31056 -3.81438
4 C 1.36284 4.08430 -2.75983
5 N 0.58165 3.20571 -1.87896
6 C -0.40531 2.38081 -2.76975
7 C 0.12753 0.98085 -3.43764
8 O -0.40914 0.63790 -4.47810
9 O 1.01013 0.33419 -2.77572
10 C -0.32928 4.00431 -0.92325
11 C -1.56461 3.22230 -0.13872
12 O -2.67612 3.66766 -0.37657
13 O -1.26780 2.27057 0.65578
14 H 2.66966 1.61421 -3.02073
15 H 1.47268 2.76158 -4.48172
16 H 2.66837 4.04189 -4.43279
17 H 0.73630 4.86199 -3.21511
18 H 2.09117 4.58926 -2.11925
19 H -0.83227 2.99656 -3.55568
20 H -1.23366 2.11829 -2.11796
21 H -0.84606 4.75412 -1.51849
22 H 0.26438 4.47940 -0.14268
23 C -3.72271 1.05582 -2.81993
24 C -2.80111 -0.09945 -2.51161
25 O -2.04614 -0.01316 -1.53805
26 N -2.86066 -1.15801 -3.35707
27 C -1.84498 -2.22031 -3.33513
28 C -2.07297 -3.24742 -2.24751
29 C -3.33424 -3.80445 -2.05339
30 C -3.47923 -4.79999 -1.10101
31 C -2.36222 -5.20083 -0.38292
32 C -1.15169 -4.57335 -0.64139
33 N -1.00674 -3.61882 -1.55507
34 H -3.41396 1.52542 -3.75621
35 H -3.65917 1.77110 -2.00290
36 H -4.75546 0.72326 -2.93381
37 H -3.20197 -0.89814 -4.26933
38 H -0.83688 -1.81288 -3.25596
39 H -1.93333 -2.72761 -4.29670
40 H -4.17784 -3.45540 -2.63614
41 H -4.44660 -5.25600 -0.92380
42 H -2.42112 -5.96738 0.37713
43 H -0.25512 -4.83531 -0.08640
44 S 2.05639 -3.11890 0.29995
45 C 3.25410 -2.31188 1.24291
46 C 4.58458 -2.75999 1.41138
47 C 5.48814 -2.06396 2.18562
48 C 5.12672 -0.88319 2.84083
49 C 3.83559 -0.40696 2.68508
50 C 2.92354 -1.11559 1.90832
51 As 1.21547 -0.42187 1.38098
52 C -0.13067 -1.44467 2.32885
53 C 0.20805 -2.42119 3.25566
54 C -0.78258 -3.06614 3.98369
55 C -2.12048 -2.73842 3.78946
56 C -2.45967 -1.77086 2.85708
57 C -1.46718 -1.12736 2.12701
58 C 1.07485 1.16708 2.53896
59 C 0.54245 1.16108 3.82640
60 C 0.53248 2.31659 4.59575
61 C 1.06243 3.50068 4.09793
62 C 1.61165 3.51937 2.82654
63 C 1.61581 2.35788 2.06441
64 H 4.88890 -3.66783 0.90362
65 H 6.50276 -2.43883 2.27690
66 H 5.84047 -0.34374 3.45149
67 H 3.53767 0.51058 3.17760
68 H 1.24516 -2.69226 3.40836
69 H -0.50398 -3.82717 4.70344
70 H -2.89299 -3.24135 4.35995
71 H -3.49677 -1.51002 2.68386
72 H -1.77639 -0.36279 1.42194
73 H 0.12170 0.25250 4.23432
74 H 0.10597 2.28839 5.59159
75 H 1.04864 4.40114 4.70006
76 H 2.04093 4.42929 2.42352
77 H 2.08726 2.41741 1.08343

Results
Net charge   -1
Energy relative to the best compared isomer or geometry (same formula, charge and spin)   98.14 kcal/mol
Frontier orbital gap   0.221 Eh
HOMO energy   -3.7 eV
Strongest force on any atom   5.23 eV/A

Entry from the OMol25 dataset: a cluster of 2 separate species, C6H11N2OS in total in a non-equilibrium geometry (wB97M-V/def2-TZVPD).

Element x y z (Å)
1 C 1.26282 2.68194 -0.62039
2 C 1.50196 3.38587 -1.79621
3 C 1.08346 1.03972 -2.08969
4 C -1.80316 -0.35356 1.58701
5 C -1.03367 -1.63434 -0.36322
6 C -0.77451 -0.77621 0.83686
7 N 1.08198 1.35627 -0.80365
8 N 0.60172 -0.37016 1.25772
9 O -0.02536 -1.53419 -1.31956
10 S 1.38726 2.30048 -3.11524
11 H 1.17399 3.14945 0.25365
12 H 1.40675 4.47142 -2.01067
13 H 0.81196 0.07552 -2.48624
14 H -1.73933 0.25659 2.49364
15 H -2.91427 -0.55283 1.36470
16 H -1.21054 -2.67469 -0.02006
17 H -1.97422 -1.24255 -0.83421
18 H 1.29471 -1.15730 1.35028
19 H 0.42710 -0.06270 2.26339
20 H 0.76841 0.61553 -0.11232
21 H -0.02212 -2.23108 -1.91270

Results
Net charge   +1
Energy relative to the best compared isomer or geometry (same formula, charge and spin)   25.75 kcal/mol
Frontier orbital gap   0.331 Eh
HOMO energy   -12.6 eV
Strongest force on any atom   4.21 eV/A

Entry from the OMol25 dataset: a structure of composition C4H9N2 in a non-equilibrium geometry (wB97M-V/def2-TZVPD).

Element x y z (Å)
1 C 2.16217 0.00205 -0.48279
2 C -0.03160 1.08025 0.07369
3 C -1.90049 0.56441 0.23200
4 C -2.15904 -0.82964 -0.20900
5 N 1.19339 0.77254 -0.16134
6 N 2.94732 -0.61788 0.37864
7 H 2.46278 -0.00341 -1.52922
8 H -0.14180 2.13891 0.30279
9 H -2.30958 1.34403 -0.39790
10 H -2.00775 0.75928 1.29188
11 H -3.22936 -1.02271 -0.08625
12 H -1.62112 -1.56001 0.39463
13 H -1.91660 -0.97270 -1.26030
14 H 3.81872 -1.03088 0.08625
15 H 2.73296 -0.62423 1.36692

Results
Net charge   +1
Energy relative to the best compared isomer or geometry (same formula, charge and spin)   64.25 kcal/mol
Frontier orbital gap   0.374 Eh
HOMO energy   -14.0 eV
Strongest force on any atom   3.70 eV/A